Entry from the OMol25 dataset: C7H8N2 as an isolated structure (the ωB97M-V functional and the def2-TZVPD basis).

Results
total charge	0
energy relative to the best compared isomer or geometry (same formula, charge and spin)	441.72	kJ/mol
molecular weight	120.15	g mol⁻¹
gap between HOMO and LUMO	9.5	eV
HOMO	-8.551	eV
LUMO energy	0.0366	hartree

Positions of all 17 atoms, in Å:
1 C -0.88191 0.38771 1.01139
2 C -1.71855 0.28758 -0.02747
3 C 1.18302 1.11850 -0.53775
4 C 1.44903 0.40409 0.76193
5 C 0.31713 -0.54042 1.05980
6 C -1.33903 -0.75212 -1.02174
7 C -0.07526 -1.41040 -0.62727
8 N 0.53408 0.77855 -1.56516
9 N -0.05623 -0.46774 -1.64778
10 H -0.82266 1.17561 1.78041
11 H -2.53872 0.89150 -0.38161
12 H 1.60471 2.09064 -0.85175
13 H 2.36924 -0.18855 0.93186
14 H 1.65199 1.13426 1.58668
15 H 0.19898 -1.22069 1.81367
16 H -2.12981 -1.33265 -1.66203
17 H 0.25398 -2.35586 -0.62318

Forces on atoms 1 to 3 (eV/Å):
-0.482 0.066 0.174
-0.107 -0.646 0.077
1.531 0.833 -0.795

---

Entry from the OMol25 dataset: one molecule with the formula C7H8N2 (the ωB97M-V functional and the def2-TZVPD basis).

Results
total charge	0
energy relative to the best compared isomer or geometry (same formula, charge and spin)	189.04	kJ/mol
molecular weight	120.15	g mol⁻¹
gap between HOMO and LUMO	8.8	eV
HOMO	-8.311	eV
LUMO energy	0.0184	hartree
SMILES	C[C@H](C#N)n1cccc1

Positions of all 17 atoms, in Å:
1 C -1.78900 -1.04658 -0.63405
2 C -1.46408 -0.09026 0.42217
3 C -2.19066 1.11792 0.41101
4 N -2.87561 2.05094 0.37494
5 N 0.23524 0.55622 0.19975
6 C 0.61103 1.58207 -0.49814
7 C 1.97578 1.68130 -0.44997
8 C 2.32433 0.68753 0.45620
9 C 1.22151 -0.01849 0.86502
10 H -2.00499 -0.59733 -1.61120
11 H -2.75958 -1.56822 -0.37924
12 H -0.98760 -1.85134 -0.82992
13 H -1.36695 -0.46786 1.45061
14 H -0.09403 2.10210 -1.11418
15 H 2.61217 2.48018 -0.64776
16 H 3.34337 0.38551 0.82637
17 H 1.20467 -0.86435 1.44074

Forces on atoms 1 to 3 (eV/Å):
-0.505 -2.725 -1.599
5.042 1.503 0.512
-2.121 2.073 -0.057

---

Entry from the OMol25 dataset: a 2-piece molecular cluster, C7H8N2 overall (the ωB97M-V functional and the def2-TZVPD basis).

Results
total charge	0
energy relative to the best compared isomer or geometry (same formula, charge and spin)	626.92	kJ/mol
molecular weight	120.15	g mol⁻¹
gap between HOMO and LUMO	7.9	eV
HOMO	-7.902	eV
LUMO energy	0.0010	hartree
SMILES	C=C=N/N=C\C=C.C#C

Positions of all 17 atoms, in Å:
1 C -1.01353 -2.86124 -0.38539
2 C -0.41828 -1.72515 -0.38633
3 N 0.22327 -0.73124 -0.36370
4 N 0.33288 0.57962 -0.45444
5 C 1.36430 1.24239 -0.22478
6 C 2.65207 0.69193 0.11314
7 C 3.63390 1.50890 0.55261
8 H -0.62415 -3.82665 -0.62182
9 H -1.97993 -2.73206 0.03566
10 H 1.19134 2.31947 -0.29592
11 H 2.84916 -0.35588 -0.27225
12 H 4.55654 1.21967 1.03558
13 H 3.17463 2.46143 0.74484
14 C -4.57091 0.73721 0.03219
15 C -3.49525 0.30429 0.19071
16 H -5.42890 1.29885 0.02896
17 H -2.44712 -0.13154 0.27093

Forces on atoms 1 to 3 (eV/Å):
-1.073 -1.117 0.281
1.375 0.526 -0.945
1.222 1.114 1.113

---

Entry from the OMol25 dataset: C7H8N2O as an isolated structure (the ωB97M-V functional and the def2-TZVPD basis).

Results
total charge	0
energy relative to the best compared isomer or geometry (same formula, charge and spin)	204.82	kJ/mol
molecular weight	136.15	g mol⁻¹
gap between HOMO and LUMO	8.9	eV
HOMO	-8.295	eV
LUMO energy	0.0220	hartree

Positions of all 18 atoms, in Å:
1 C 1.67811 -1.03625 0.13775
2 C 2.75352 0.78850 0.00681
3 C 0.72845 -0.04456 0.07587
4 C -1.50275 1.64207 -0.09875
5 C -1.57308 -1.10820 0.74586
6 C -1.51056 -1.10047 -0.75184
7 C -0.73039 -0.10074 0.04057
8 N 2.92331 -0.49995 0.09429
9 N 1.44277 1.12264 -0.00681
10 O -0.87878 2.64677 -0.07102
11 H 1.55045 -2.09856 0.21680
12 H 3.53981 1.51505 -0.05131
13 H -2.58919 1.55128 -0.21158
14 H -2.48237 -0.78420 1.23100
15 H -1.05305 -1.89232 1.27454
16 H -0.95702 -1.88002 -1.25279
17 H -2.37539 -0.76202 -1.30330
18 H 1.03619 2.04097 -0.07612

Forces on atoms 1 to 3 (eV/Å):
-0.469 0.119 0.052
0.126 0.084 -0.008
0.204 -0.472 0.028

---

Entry from the OMol25 dataset: one molecule with the formula C7H8N2O (the ωB97M-V functional and the def2-TZVPD basis).

Results
total charge	0
energy relative to the best compared isomer or geometry (same formula, charge and spin)	760.89	kJ/mol
molecular weight	136.15	g mol⁻¹
gap between HOMO and LUMO	8.8	eV
HOMO	-8.548	eV
LUMO energy	0.0087	hartree
SMILES	C=C/C=N/O/N=C\C#CC

Positions of all 18 atoms, in Å:
1 C -3.01620 2.52043 0.46917
2 C -2.11281 1.52486 0.47051
3 C -1.99891 0.71754 -0.74276
4 N -1.30412 -0.36319 -0.52527
5 O -1.13472 -1.18381 -1.74193
6 N -0.11634 -1.91433 -2.03259
7 C 1.10649 -2.01888 -1.60745
8 C 1.84279 -1.56345 -0.48025
9 C 2.49391 -1.16807 0.45662
10 C 3.19753 -0.61998 1.56606
11 H -3.51634 3.03913 -0.43996
12 H -2.99418 3.18313 1.26015
13 H -1.76109 1.16431 1.42555
14 H -2.29434 1.06186 -1.62313
15 H 1.68694 -2.71049 -2.16820
16 H 4.31605 -0.80585 1.60614
17 H 2.79962 -1.17786 2.46913
18 H 2.80572 0.31465 1.63820

Forces on atoms 1 to 3 (eV/Å):
0.793 0.995 -2.720
-2.816 0.336 -0.764
3.761 -3.574 4.689

---

Entry from the OMol25 dataset: one molecule with the formula C7H8N2O (the ωB97M-V functional and the def2-TZVPD basis).

Results
total charge	0
energy relative to the best compared isomer or geometry (same formula, charge and spin)	333.11	kJ/mol
molecular weight	136.15	g mol⁻¹
gap between HOMO and LUMO (spin up / spin down)	5.6 / 8.0	eV
HOMO (spin up / spin down)	-4.765 / -9.023	eV
LUMO energy (spin up / spin down)	0.0301 / -0.0372	hartree
multiplicity	3

Positions of all 18 atoms, in Å:
1 C 1.59563 -0.13638 1.50571
2 C 2.52881 -0.26820 0.42345
3 C -0.65009 -1.10764 -0.21691
4 C 1.36979 0.47233 0.26469
5 C -1.89538 -1.22608 0.66170
6 C 0.45674 1.05008 -0.77530
7 C -1.88194 0.39825 0.53167
8 N -0.75055 0.25585 -0.40753
9 N 3.67091 -0.50430 -0.24017
10 O 0.22728 -1.81160 -0.59579
11 H -2.79311 -1.53874 0.15954
12 H -2.02849 -1.52224 1.66772
13 H 0.19063 2.06679 -0.70599
14 H 0.91791 0.76185 -1.75069
15 H -2.80487 0.72003 -0.04328
16 H -1.73692 1.07861 1.27804
17 H 3.76911 -0.00039 -1.07334
18 H 4.44173 -0.92360 0.17279

Forces on atoms 1 to 3 (eV/Å):
1.919 -1.564 0.487
-1.046 1.058 1.416
-0.152 1.033 0.490

---

The evaluated max |F| for the records listed, in turn: 0.13617, 0.15031, 0.10989, 0.08552, 0.13599, 0.08974 Eh/bohr.